The following is a quantum chemistry calculation of C32H24BN10OPtS3 as an isolated structure, from the Open Molecules 2025 dataset.

Geometry (Å):
Pt: 0.240 -0.211 -0.247
C: -1.888 1.361 -3.799
C: -0.862 1.428 -2.864
N: -1.063 0.515 -1.918
N: -2.193 -0.143 -2.206
C: -2.712 0.352 -3.343
B: -2.820 -1.194 -1.255
N: -1.888 -2.411 -1.157
C: -2.193 -3.717 -1.068
C: -1.031 -4.423 -0.833
C: -0.036 -3.454 -0.775
N: -0.568 -2.251 -0.975
N: -2.868 -0.578 0.163
C: -3.898 -0.397 1.004
C: -3.409 0.103 2.195
C: -2.037 0.197 2.003
N: -1.733 -0.219 0.779
N: -4.198 -1.553 -1.761
C: -4.574 -2.424 -2.726
C: -5.928 -2.270 -2.942
C: -6.313 -1.241 -2.064
N: -5.261 -0.814 -1.416
H: -2.012 1.967 -4.672
H: -0.029 2.103 -2.836
H: -3.623 -0.014 -3.772
H: -3.197 -4.074 -1.165
H: -0.909 -5.478 -0.719
H: 1.014 -3.593 -0.613
H: -4.905 -0.614 0.712
H: -3.962 0.363 3.073
H: -1.281 0.528 2.688
H: -3.879 -3.083 -3.203
H: -6.552 -2.780 -3.647
H: -7.275 -0.790 -1.926
S: 2.521 -1.363 -0.390
C: 2.657 -1.047 -2.086
C: 3.008 -2.041 -2.997
C: 3.103 -1.733 -4.346
C: 3.352 -2.764 -5.285
N: 3.507 -3.617 -6.031
C: 2.913 -0.400 -4.793
C: 2.608 0.601 -3.884
C: 2.449 0.285 -2.535
S: 2.049 1.473 -1.346
C: 3.030 -0.099 -6.171
N: 3.114 0.157 -7.283
H: 3.184 -3.054 -2.662
H: 2.473 1.614 -4.231
O: 1.204 0.854 1.602
S: 0.989 2.038 2.496
C: 2.609 2.846 2.599
C: 3.766 2.086 2.589
C: 4.985 2.741 2.652
C: 5.034 4.126 2.700
C: 3.865 4.872 2.712
C: 2.639 4.229 2.651
C: 0.866 1.345 4.166
C: 0.884 -0.026 4.359
C: 0.743 -0.521 5.644
C: 0.564 0.349 6.709
C: 0.545 1.722 6.502
C: 0.681 2.228 5.221
H: 3.713 1.010 2.538
H: 5.897 2.165 2.659
H: 5.990 4.627 2.715
H: 3.906 5.948 2.756
H: 1.722 4.798 2.644
H: 1.013 -0.691 3.518
H: 0.770 -1.586 5.812
H: 0.427 -0.045 7.704
H: 0.414 2.395 7.335
H: 0.651 3.292 5.041

For the frontier orbital gap (spin up / spin down), the calculation gives 7.171 / 3.839 eV. Its total energy is -3194.69126 Ha. The spin multiplicity is 6. As for the total charge: +2. For the HOMO energy (spin up / spin down), the calculation gives -0.50554 / -0.50546 Ha. The calculation puts the largest force on an atom at 2.1 eV Å⁻¹.

Here are the Löwdin charges for atoms 1 to 5, given in e: 1.13, 0.00, -0.14, -0.08, 0.03

---

The following is a quantum chemistry calculation of C11H21MnN3O9 as an isolated structure, from the Open Molecules 2025 dataset.

Geometry (Å):
Mn: -1.233 -0.895 -0.243
C: -1.974 -3.035 1.268
O: -2.378 -1.864 1.369
O: -2.858 -3.699 0.764
O: -1.181 -2.967 0.309
C: -3.293 -1.284 -1.992
O: -3.524 -0.686 -0.938
O: -2.121 -1.619 -2.016
O: -3.774 -2.363 -1.719
C: 1.025 -1.893 -2.520
O: 0.600 -1.302 -1.551
N: 1.133 -1.354 -3.775
C: 1.852 -2.072 -4.770
C: 0.970 0.086 -4.106
H: 1.375 -2.936 -2.484
H: 2.085 -3.070 -4.398
H: 2.791 -1.560 -4.980
H: 1.196 -2.061 -5.641
H: 1.970 0.513 -4.173
H: 0.443 0.115 -5.060
H: 0.241 0.502 -3.410
C: 1.602 -0.235 1.329
O: 0.300 -0.466 1.225
N: 2.254 -0.249 2.471
C: 3.649 0.094 2.650
C: 1.525 -0.489 3.753
H: 2.177 -0.019 0.415
H: 4.041 0.754 1.875
H: 4.181 -0.838 2.841
H: 3.770 0.645 3.583
H: 1.356 0.479 4.226
H: 0.542 -0.957 3.704
H: 2.034 -1.032 4.549
C: -1.808 2.328 0.100
O: -1.589 1.175 -0.110
N: -1.761 2.923 1.337
C: -1.942 4.371 1.436
C: -1.396 2.117 2.550
H: -2.246 2.953 -0.694
H: -0.992 4.900 1.353
H: -2.428 4.594 2.386
H: -2.655 4.513 0.624
H: -1.638 1.065 2.404
H: -0.329 2.292 2.692
H: -1.991 2.524 3.368

For the frontier orbital gap (spin up / spin down), the calculation gives 2.785 / 2.832 eV. Its total energy is -2423.77656 Ha. The spin multiplicity is 7. As for the total charge: -1. For the HOMO energy (spin up / spin down), the calculation gives -0.02378 / -0.02563 Ha. The calculation puts the largest force on an atom at 14.0 eV Å⁻¹.

Here are the Löwdin charges for atoms 1 to 5, given in e: 0.86, -0.96, -0.18, -0.06, -0.20

---

The following is a quantum chemistry calculation of a 6-piece molecular cluster, C33H48BrF15N2O13P overall, from the Open Molecules 2025 dataset.

Geometry (Å):
C: -0.494 1.129 1.917
C: -1.126 1.649 0.549
O: -2.559 1.461 0.474
P: -3.011 -0.101 0.224
O: -4.264 -0.056 -0.594
C: -1.784 -1.102 -0.738
C: -2.036 -2.675 -0.610
C: -2.379 -3.169 -2.023
C: -3.484 -2.640 -2.779
C: -3.809 -3.111 -4.121
N: -3.048 -4.028 -4.700
N: -2.058 -4.488 -3.993
C: -1.627 -4.213 -2.745
C: -0.426 -4.955 -2.125
C: 0.929 -4.757 -2.896
C: 1.232 -3.270 -3.332
Br: 3.170 -2.960 -3.035
O: -3.305 -0.903 1.640
C: -4.608 -1.578 1.636
C: -4.514 -2.653 2.795
H: -1.277 0.715 2.588
H: 0.304 0.398 1.651
H: -0.017 1.992 2.435
H: -0.967 2.757 0.560
H: -0.563 1.279 -0.339
H: -1.926 -0.810 -1.810
H: -0.728 -0.849 -0.496
H: -1.080 -3.095 -0.217
H: -2.815 -2.920 0.145
H: -4.145 -1.864 -2.325
H: -4.681 -2.681 -4.643
H: -1.494 -5.199 -4.476
H: -0.677 -6.050 -2.191
H: -0.332 -4.751 -1.034
H: 1.027 -5.500 -3.747
H: 1.740 -5.045 -2.180
H: 0.661 -2.581 -2.675
H: 1.004 -3.174 -4.413
H: -5.408 -0.831 1.807
H: -4.760 -2.175 0.701
H: -4.516 -2.148 3.782
H: -5.366 -3.349 2.634
H: -3.567 -3.222 2.617
C: 4.006 -5.120 -9.070
C: 4.477 -5.761 -7.781
O: 3.359 -6.085 -6.931
C: 2.683 -7.189 -7.246
O: 2.931 -7.908 -8.166
C: 1.558 -7.428 -6.235
F: 0.835 -6.306 -5.984
F: 2.031 -7.848 -5.048
F: 0.690 -8.353 -6.647
H: 3.386 -4.245 -8.861
H: 4.859 -4.808 -9.675
H: 3.401 -5.808 -9.661
H: 5.095 -5.055 -7.225
H: 5.083 -6.649 -7.970
C: 0.727 8.169 3.418
C: -0.263 7.148 3.941
O: 0.201 5.807 3.685
C: 1.135 5.342 4.512
O: 1.607 5.951 5.428
C: 1.493 3.900 4.150
F: 1.702 3.737 2.831
F: 0.510 3.043 4.491
F: 2.603 3.477 4.765
H: 0.926 8.003 2.357
H: 0.336 9.179 3.547
H: 1.683 8.103 3.938
H: -1.212 7.254 3.416
H: -0.460 7.286 5.006
C: 1.712 4.021 9.226
C: 0.983 5.221 8.657
O: -0.174 5.537 9.451
C: 0.057 6.199 10.588
O: 1.137 6.532 10.979
C: -1.262 6.507 11.300
F: -2.068 5.432 11.361
F: -1.949 7.474 10.663
F: -1.074 6.923 12.555
H: 1.035 3.169 9.318
H: 2.545 3.739 8.579
H: 2.106 4.226 10.221
H: 0.622 4.989 7.656
H: 1.639 6.090 8.575
C: -6.231 0.082 -6.350
C: -5.299 -0.772 -7.186
O: -5.295 -0.334 -8.551
C: -4.557 0.751 -8.813
O: -3.925 1.359 -7.999
C: -4.604 1.078 -10.307
F: -5.856 1.049 -10.791
F: -3.887 0.194 -11.023
F: -4.111 2.290 -10.573
H: -7.235 0.089 -6.779
H: -6.290 -0.300 -5.328
H: -5.894 1.118 -6.307
H: -5.654 -1.804 -7.190
H: -4.283 -0.776 -6.783
C: 4.502 0.506 4.433
C: 5.365 1.633 4.963
O: 6.731 1.205 5.100
C: 7.447 1.166 3.974
O: 7.032 1.454 2.888
C: 8.886 0.741 4.274
F: 8.939 -0.334 5.078
F: 9.568 1.723 4.888
F: 9.562 0.430 3.163
H: 4.591 -0.378 5.067
H: 3.454 0.812 4.401
H: 4.803 0.212 3.427
H: 5.025 1.917 5.959
H: 5.305 2.520 4.331

For the frontier orbital gap, the calculation gives 7.699 eV. Its total energy is -6787.09285 Ha. As for the total charge: +1. For the HOMO energy, the calculation gives -0.45734 Ha. The calculation puts the largest force on an atom at 3.0 eV Å⁻¹.

Here are the Löwdin charges for atoms 1 to 5, given in e: -0.05, -0.26, -0.19, 0.59, -0.30